Molecular formula: C4H15N2
Method: DFT, ωB97M-V with the def2-TZVPD basis set

Results
Total charge: +1
LUMO level, eV: -3.44
Frontier orbital gap, eV: 9.20
2S+1: 1
HOMO, eV: -12.639

Cartesian coordinates (Å):
1 C -2.46 -0.20 1.55
2 C -2.05 1.05 0.77
3 N -0.52 1.27 0.60
4 H -3.57 -0.29 1.52
5 H -2.14 -1.16 1.10
6 H -2.21 -0.06 2.63
7 H -2.46 1.03 -0.25
8 H -2.37 1.99 1.26
9 H -0.17 0.87 -0.30
10 H 0.05 0.83 1.32
11 H -0.34 2.26 0.54
12 C 2.14 0.17 -0.36
13 C 1.40 -1.11 -0.94
14 N 1.70 -1.33 -2.37
15 H 1.80 1.04 -0.93
16 H 2.05 0.26 0.73
17 H 3.24 0.03 -0.50
18 H 1.62 -2.01 -0.30
19 H 0.31 -1.02 -0.80
20 H 2.70 -1.48 -2.49
21 H 1.29 -2.15 -2.78

Molecular formula: C24H43FIN3O14PS4
Method: DFT, ωB97M-V with the def2-TZVPD basis set

Results
Total charge: -1
LUMO level, eV: 0.85
Frontier orbital gap, eV: 5.28
2S+1: 1
HOMO, eV: -4.424

Cartesian coordinates (Å):
1 C 5.44 2.46 1.49
2 C 5.36 1.23 0.41
3 O 4.02 0.99 0.09
4 N 3.49 -0.18 -0.32
5 C 4.41 -1.24 -0.82
6 O 4.28 -2.52 -0.69
7 O 5.66 -1.04 -1.43
8 C 2.59 -0.59 0.86
9 C 1.80 -1.95 0.78
10 C 0.31 -2.12 1.28
11 C 0.18 -3.65 1.87
12 C -1.21 -4.34 1.38
13 O -2.24 -4.32 2.42
14 C -3.49 -4.73 1.86
15 C -4.30 -6.04 2.32
16 O -4.04 -4.03 0.96
17 C 3.37 -0.61 2.29
18 I 5.09 -1.92 2.51
19 C 2.48 -1.04 3.55
20 C 3.00 -0.16 4.83
21 C 1.55 0.65 1.13
22 O 0.68 0.71 -0.01
23 C 1.37 1.18 -1.23
24 C 0.13 1.07 -2.30
25 C -1.01 0.03 -1.91
26 C -2.25 0.69 -1.09
27 S -3.90 0.00 -1.61
28 C -5.01 0.45 -0.16
29 S -5.06 -0.60 1.14
30 N -5.82 1.69 -0.10
31 C -6.60 1.93 -1.35
32 C -7.44 0.58 -1.69
33 C -5.01 2.88 0.30
34 C -4.94 3.10 1.90
35 S 1.52 3.01 -0.95
36 O 2.64 3.52 -0.12
37 O 1.41 3.86 -2.19
38 F 0.10 3.41 -0.07
39 C 2.68 0.31 -1.55
40 S 2.19 -1.14 -2.67
41 P 3.69 1.30 -2.83
42 O 4.41 2.55 -2.35
43 O 4.80 0.44 -3.77
44 O 2.63 1.89 -4.06
45 H 5.58 3.45 0.91
46 H 4.50 2.52 2.14
47 H 6.39 2.32 2.12
48 H 6.02 0.41 0.86
49 H 5.98 1.62 -0.48
50 H 2.41 -2.71 1.41
51 H 1.81 -2.48 -0.25
52 H -0.09 -1.46 2.10
53 H -0.47 -2.10 0.42
54 H 0.14 -3.54 3.01
55 H 1.01 -4.33 1.49
56 H -0.95 -5.46 1.21
57 H -1.57 -3.94 0.38
58 H -3.80 -6.41 3.29
59 H -5.39 -5.72 2.52
60 H -4.26 -6.86 1.50
61 H 3.75 0.45 2.56
62 H 2.67 -2.14 3.88
63 H 1.37 -0.91 3.52
64 H 2.15 -0.24 5.62
65 H 4.01 -0.50 5.22
66 H 2.98 0.95 4.51
67 H 0.84 0.44 2.01
68 H 2.05 1.61 1.46
69 H -0.43 2.09 -2.33
70 H 0.43 0.89 -3.37
71 H -1.48 -0.32 -2.91
72 H -0.69 -0.92 -1.37
73 H -2.25 1.84 -1.20
74 H -2.09 0.48 0.03
75 H -7.39 2.73 -1.10
76 H -5.97 2.30 -2.22
77 H -6.74 -0.15 -2.23
78 H -8.32 0.93 -2.36
79 H -7.91 0.11 -0.77
80 H -3.96 2.91 -0.16
81 H -5.56 3.80 -0.12
82 H -5.20 2.15 2.47
83 H -5.75 3.88 2.17
84 H -3.94 3.57 2.22
85 H 1.08 -1.78 -2.16
86 H 4.68 -0.53 -3.77
87 H 2.26 1.12 -4.56
88 N 0.79 3.06 -6.46
89 O 1.40 2.35 -7.28
90 O 1.07 4.27 -6.35
91 O -0.10 2.56 -5.73

Molecular formula: C7H10Li4N2O8
Method: DFT, ωB97M-V with the def2-TZVPD basis set

Results
Total charge: 0
LUMO level, eV: -2.50
Frontier orbital gap, eV: 3.07
2S+1: 1
HOMO, eV: -5.573

Cartesian coordinates (Å):
1 Li -0.20 -0.83 -1.63
2 Li -2.46 -1.30 0.49
3 Li 0.51 -1.56 1.89
4 Li 0.88 0.99 0.76
5 C 2.90 2.20 -2.31
6 C 2.85 3.05 -3.39
7 C 1.62 3.06 -4.27
8 O 1.57 3.78 -5.36
9 C 0.50 2.27 -4.04
10 C 0.49 1.43 -2.91
11 C 1.84 1.27 -1.97
12 O 1.82 0.48 -1.00
13 O -0.50 0.77 -2.69
14 O 3.85 3.87 -3.58
15 H 3.78 2.21 -1.69
16 H -0.31 2.44 -4.73
17 O -0.50 -0.61 0.55
18 H -0.90 0.00 1.21
19 O 1.69 0.04 2.41
20 H 1.86 -0.68 3.05
21 O -1.33 2.27 0.87
22 H -1.88 2.25 0.09
23 H -1.74 2.93 1.44
24 C -1.91 -3.53 2.93
25 O -1.57 -2.89 1.98
26 N -3.09 -3.52 3.52
27 N -1.12 -4.39 3.47
28 H -3.35 -4.03 4.35
29 H -3.70 -2.83 3.09
30 H -0.17 -4.27 3.15
31 H -1.44 -4.86 4.31

Molecular formula: C4H12
Method: DFT, ωB97M-V with the def2-TZVPD basis set

Results
SMILES: CC.CC
Total charge: 0
LUMO level, eV: 1.18
Frontier orbital gap, eV: 12.81
2S+1: 1
HOMO, eV: -11.632

Cartesian coordinates (Å):
1 C -1.37 1.01 1.19
2 C -1.77 0.97 -0.28
3 H -1.71 0.13 1.74
4 H -0.29 1.15 1.26
5 H -1.86 1.86 1.65
6 H -1.38 1.84 -0.83
7 H -2.84 1.13 -0.45
8 H -1.42 0.17 -0.93
9 C 1.03 -1.43 -0.05
10 C 2.13 -0.64 -0.75
11 H 1.23 -1.53 1.01
12 H 0.06 -0.97 -0.16
13 H 0.94 -2.42 -0.50
14 H 2.36 -1.06 -1.73
15 H 3.08 -0.61 -0.22
16 H 1.81 0.39 -0.95

Molecular formula: CH4NO2S
Method: DFT, ωB97M-V with the def2-TZVPD basis set

Results
Total charge: -1
LUMO level (alpha / beta), eV: 4.19 / 4.19
Frontier orbital gap (alpha / beta), eV: 7.20 / 7.20
2S+1: 1
HOMO (alpha / beta), eV: -3.010 / -3.008

Cartesian coordinates (Å):
1 C -0.17 -0.16 0.19
2 N 0.82 -0.32 -0.94
3 O 3.46 1.24 -1.52
4 O 3.99 -0.99 -0.49
5 S 3.14 -0.21 -1.44
6 H 0.13 0.50 0.92
7 H -1.32 0.13 -0.03
8 H 0.69 0.55 -1.46
9 H -0.25 -1.14 0.75

Molecular formula: C23H57N4O7P
Method: DFT, ωB97M-V with the def2-TZVPD basis set

Results
SMILES: CC(=O)OCCCCCCNCCOC[PH2]=O.COC[C@@H](C)N.COC[C@@H](C)N.COC[C@@H](C)N
Total charge: 0
LUMO level, eV: 0.34
Frontier orbital gap, eV: 9.01
2S+1: 1
HOMO, eV: -8.676

Cartesian coordinates (Å):
1 C 3.32 -0.95 2.78
2 C 2.07 0.12 2.50
3 O 0.82 -0.31 2.70
4 O 2.47 1.45 2.00
5 C 1.32 2.37 1.89
6 C 0.56 2.30 0.40
7 C -1.03 1.88 0.52
8 C -1.96 3.04 1.26
9 C -2.53 2.52 2.74
10 C -3.63 1.27 2.59
11 N -3.50 0.45 3.85
12 C -4.18 -0.90 3.74
13 C -3.47 -1.89 2.59
14 O -3.92 -3.28 2.76
15 C -3.05 -4.24 2.07
16 P -2.17 -3.57 0.51
17 O -3.28 -3.24 -0.59
18 H 2.83 -2.02 2.88
19 H 3.85 -0.69 3.80
20 H 4.08 -0.99 1.87
21 H 0.56 2.30 2.79
22 H 1.77 3.47 1.94
23 H 1.13 1.43 -0.18
24 H 0.70 3.32 -0.20
25 H -1.18 0.84 1.03
26 H -1.45 1.79 -0.59
27 H -1.29 4.00 1.41
28 H -2.86 3.36 0.58
29 H -3.05 3.46 3.26
30 H -1.58 2.15 3.34
31 H -4.70 1.73 2.42
32 H -3.33 0.72 1.60
33 H -2.51 0.36 4.18
34 H -5.35 -0.84 3.61
35 H -4.00 -1.48 4.77
36 H -3.90 -1.50 1.56
37 H -2.32 -1.72 2.72
38 H -3.77 -5.12 1.69
39 H -2.26 -4.76 2.75
40 H -1.42 -2.36 0.74
41 H -1.25 -4.59 0.00
42 C 1.84 3.37 -3.53
43 O 2.47 4.23 -2.59
44 C 3.33 5.22 -3.18
45 C 2.58 6.43 -3.80
46 C 1.90 6.12 -5.13
47 N 1.59 6.98 -2.87
48 H 2.49 3.13 -4.37
49 H 0.90 3.81 -3.87
50 H 1.59 2.44 -3.01
51 H 3.95 5.59 -2.36
52 H 4.01 4.75 -3.90
53 H 3.34 7.20 -4.00
54 H 0.95 5.59 -5.00
55 H 1.66 7.05 -5.65
56 H 2.54 5.53 -5.78
57 H 2.07 7.29 -2.02
58 H 1.01 6.21 -2.54
59 C -1.81 -4.64 8.20
60 O -0.58 -4.49 7.51
61 C 0.07 -5.72 7.20
62 C -0.51 -6.46 5.97
63 C -1.85 -7.15 6.25
64 N -0.67 -5.56 4.82
65 H -1.80 -5.47 8.90
66 H -2.63 -4.75 7.48
67 H -2.01 -3.72 8.76
68 H 1.11 -5.45 6.96
69 H 0.12 -6.37 8.08
70 H 0.20 -7.25 5.70
71 H -2.69 -6.46 6.25
72 H -2.05 -7.90 5.47
73 H -1.83 -7.67 7.21
74 H 0.24 -5.19 4.57
75 H -1.19 -4.74 5.15
76 C 1.32 2.17 -6.88
77 O 2.50 1.99 -7.65
78 C 3.11 0.70 -7.52
79 C 2.42 -0.42 -8.33
80 C 1.09 -0.90 -7.73
81 N 2.19 -0.02 -9.72
82 H 1.37 1.65 -5.92
83 H 0.45 1.83 -7.46
84 H 1.19 3.24 -6.70
85 H 4.13 0.81 -7.90
86 H 3.21 0.43 -6.46
87 H 3.09 -1.29 -8.33
88 H 0.26 -0.22 -7.94
89 H 0.82 -1.87 -8.15
90 H 1.17 -1.02 -6.64
91 H 3.09 0.19 -10.15
92 H 1.71 0.89 -9.70